[1]
# C32H88N4O14

10 unconnected molecules or ions with the total composition C32H88N4O14 (ωB97M-V/def2-TZVPD, the Open Molecules 2025 dataset).

Last column: Mulliken charge in e.
Atoms and positions in Å:
1 C -7.93 -20.75 -14.02  -0.6833
2 O -6.71 -21.43 -13.84  0.4580
3 C -6.72 -22.30 -12.74  -1.0168
4 C -5.46 -23.15 -12.68  -0.5605
5 N -4.27 -22.36 -12.30  0.1203
6 C -3.03 -23.13 -12.15  -0.9967
7 C -2.56 -23.74 -13.44  -0.5820
8 O -2.31 -22.79 -14.44  -0.4261
9 C -1.24 -21.87 -14.12  -0.5921
10 H -8.81 -21.39 -14.18  0.2521
11 H -7.86 -20.05 -14.82  -0.2051
12 H -8.09 -20.25 -13.06  0.3774
13 H -7.62 -22.94 -12.77  0.4593
14 H -6.75 -21.62 -11.89  0.3309
15 H -5.36 -23.72 -13.60  0.3286
16 H -5.59 -23.92 -11.90  0.4022
17 H -4.19 -21.65 -13.01  -0.1057
18 H -3.15 -23.97 -11.44  0.4511
19 H -2.32 -22.39 -11.77  0.3497
20 H -3.35 -24.40 -13.79  0.5038
21 H -1.65 -24.30 -13.20  0.3812
22 H -0.96 -21.45 -15.06  0.1477
23 H -0.53 -22.41 -13.51  0.4784
24 H -1.63 -21.07 -13.47  0.1882
25 C -12.94 -21.86 -18.01  -0.7867
26 O -12.28 -20.67 -17.57  -0.2855
27 C -12.15 -20.62 -16.15  -0.7620
28 C -11.61 -19.25 -15.74  -0.7437
29 N -10.19 -19.24 -16.02  0.1421
30 C -9.63 -17.92 -16.25  0.0797
31 C -9.77 -17.12 -14.94  -1.2064
32 O -8.96 -17.64 -13.91  0.0446
33 C -8.76 -16.80 -12.82  -0.4531
34 H -12.98 -21.89 -19.10  0.2466
35 H -13.95 -21.96 -17.59  0.3062
36 H -12.44 -22.75 -17.63  0.3212
37 H -11.45 -21.39 -15.80  0.3174
38 H -13.10 -20.82 -15.64  0.5179
39 H -11.78 -19.14 -14.68  0.3917
40 H -12.17 -18.49 -16.28  0.3023
41 H -9.97 -19.80 -16.83  0.1586
42 H -10.25 -17.34 -16.92  0.4434
43 H -8.58 -18.00 -16.52  -0.2546
44 H -10.83 -17.12 -14.65  0.4159
45 H -9.55 -16.06 -15.13  0.5220
46 H -8.13 -17.26 -12.06  -0.2463
47 H -9.70 -16.55 -12.31  0.3813
48 H -8.32 -15.84 -13.15  0.3151
49 C 2.01 -20.28 -13.02  -0.9171
50 O 0.91 -19.87 -13.73  -0.1417
51 C 0.78 -18.46 -13.79  -1.1091
52 C -0.52 -18.12 -14.40  0.3353
53 N -0.65 -18.46 -15.80  -0.3942
54 C -1.94 -18.14 -16.28  0.4009
55 C -2.08 -18.71 -17.67  -0.3417
56 O -1.85 -20.14 -17.64  -0.5082
57 C -2.98 -20.84 -17.24  -0.5693
58 H 2.91 -19.84 -13.46  0.3437
59 H 2.10 -21.36 -12.95  0.2236
60 H 2.01 -19.81 -12.04  0.3743
61 H 1.61 -18.00 -14.34  0.4109
62 H 0.80 -18.07 -12.77  0.4722
63 H -0.66 -17.04 -14.29  0.4068
64 H -1.37 -18.54 -13.84  -0.3594
65 H -0.40 -19.42 -15.94  0.4119
66 H -2.01 -17.05 -16.35  0.3072
67 H -2.75 -18.48 -15.62  -0.5079
68 H -1.34 -18.35 -18.38  0.1790
69 H -3.08 -18.55 -18.07  0.1217
70 H -3.33 -20.66 -16.21  0.1033
71 H -2.81 -21.92 -17.25  0.4101
72 H -3.73 -20.56 -17.99  0.3426
73 C -4.68 -19.20 -11.39  -0.1097
74 O -4.84 -17.87 -10.98  -0.3011
75 C -5.93 -17.63 -10.12  -0.4524
76 C -6.14 -16.14 -9.90  -0.7974
77 N -4.99 -15.50 -9.23  -0.3324
78 C -4.65 -15.89 -7.85  -0.6250
79 C -5.55 -15.23 -6.85  -0.6384
80 O -6.81 -15.91 -6.88  -0.1905
81 C -7.70 -15.44 -5.92  -0.8167
82 H -5.65 -19.50 -11.78  0.0863
83 H -4.33 -19.82 -10.56  0.3637
84 H -3.94 -19.25 -12.19  -0.2475
85 H -5.74 -18.11 -9.14  0.3941
86 H -6.88 -18.03 -10.50  0.3120
87 H -7.02 -16.06 -9.25  0.3134
88 H -6.38 -15.69 -10.86  0.2285
89 H -4.21 -15.71 -9.84  0.2767
90 H -3.67 -15.44 -7.73  0.4377
91 H -4.66 -16.97 -7.72  0.2907
92 H -5.68 -14.16 -7.09  0.3409
93 H -5.15 -15.32 -5.83  0.4801
94 H -8.56 -16.09 -5.95  0.2443
95 H -8.09 -14.42 -5.99  0.3072
96 H -7.25 -15.61 -4.94  0.3192
97 C -6.68 -14.20 -17.23  -0.5295
98 C -7.34 -15.02 -18.32  -0.3762
99 O -6.93 -16.38 -18.18  -0.1200
100 H -7.09 -13.20 -17.16  0.4933
101 H -5.60 -14.21 -17.41  0.1203
102 H -6.85 -14.66 -16.25  -0.2160
103 H -7.03 -14.70 -19.32  0.2533
104 H -8.43 -15.03 -18.27  0.4136
105 H -7.30 -16.92 -18.89  0.0003
106 C -6.95 -19.70 -19.55  -0.1958
107 C -7.38 -18.91 -20.77  -0.6871
108 O -7.09 -17.55 -20.69  -0.5787
109 H -7.46 -19.38 -18.64  -0.1613
110 H -5.87 -19.57 -19.41  0.1036
111 H -7.23 -20.73 -19.73  0.3892
112 H -8.46 -19.00 -20.89  0.3784
113 H -7.08 -19.35 -21.72  0.3848
114 H -6.17 -17.43 -20.39  0.3113
115 C -7.02 -22.65 -17.15  0.0254
116 O -7.15 -23.25 -18.43  -0.5460
117 H -5.99 -22.39 -16.97  0.0614
118 H -7.57 -21.70 -17.16  -0.1401
119 H -7.41 -23.26 -16.31  0.2970
120 H -6.63 -24.05 -18.44  0.2957
121 C -4.89 -15.47 -13.66  0.0291
122 O -3.76 -15.72 -14.48  -0.6185
123 H -5.37 -16.32 -13.17  -0.1366
124 H -4.68 -14.67 -12.96  0.4456
125 H -5.66 -15.10 -14.35  -0.1575
126 H -4.14 -16.34 -15.14  0.0992
127 C -3.40 -15.32 -19.01  -0.6061
128 O -4.33 -16.27 -19.53  -0.5379
129 H -3.14 -15.49 -17.98  0.1545
130 H -2.53 -15.35 -19.64  0.2936
131 H -3.79 -14.30 -19.13  0.3254
132 H -5.01 -16.34 -18.85  0.2014
133 C -5.83 -18.37 -15.57  -1.0263
134 O -5.17 -17.40 -16.35  1.4999
135 H -5.16 -18.73 -14.81  0.1579
136 H -6.66 -17.89 -15.06  0.0716
137 H -6.13 -19.23 -16.16  0.2906
138 H -5.77 -16.99 -16.98  -0.5705

Computed properties:
Frontier orbital gap (Ha): 0.3294
HOMO (eV): -8.32
DFT total energy (Eh): -2544.1203
Relative energy (zero: lowest compared OMol25 entry of this formula, charge and spin) (kJ/mol): 0.0
SMILES: COCCNCCOC.COCCNCCOC.COCCNCCOC.COCCNCCOC.CCO.CCO.CO.CO.CO.CO
LUMO (Eh): 0.024

***

[2]
# C49H60HfO6S4Se

A molecular structure, C49H60HfO6S4Se (ωB97M-V/def2-TZVPD, the Open Molecules 2025 dataset).

Last column: Mulliken charge in e.
Atoms and positions in Å:
1 Hf 1.70 -2.92 -1.23  -0.0182
2 C -0.88 -2.97 -3.94  -0.8122
3 O -0.26 -2.17 -2.92  0.6446
4 C -1.02 -1.03 -2.67  -0.3168
5 C -2.20 -1.15 -1.93  0.7403
6 C -2.54 -2.44 -1.22  -1.3232
7 C -2.34 -2.29 0.25  0.1948
8 C -3.42 -2.11 1.10  -0.5644
9 C -3.28 -2.02 2.48  -0.5467
10 C -1.98 -2.19 2.97  -0.9344
11 C -0.88 -2.37 2.16  0.2298
12 C 0.47 -2.62 2.77  -1.2114
13 C 1.30 -1.37 2.69  0.3378
14 C 1.05 -0.28 3.51  -0.6135
15 C 1.69 0.94 3.33  0.0111
16 C 2.59 1.05 2.27  -0.2965
17 C 2.87 -0.02 1.42  0.4209
18 C 3.77 0.18 0.22  -1.1671
19 C 3.08 0.97 -0.86  0.1757
20 C 3.24 2.35 -0.93  -0.1717
21 C 2.63 3.13 -1.90  -0.4582
22 C 1.84 2.46 -2.85  -0.7746
23 C 1.65 1.10 -2.81  -0.0688
24 C 0.74 0.40 -3.80  -1.3967
25 C -0.61 0.20 -3.16  0.4015
26 C -1.44 1.30 -2.97  -0.2055
27 C -2.65 1.21 -2.29  -0.0674
28 C -3.00 -0.03 -1.77  -0.7431
29 C -3.56 2.41 -2.05  2.3750
30 C -3.68 2.67 -0.54  -1.6556
31 C -4.96 2.12 -2.61  -1.8695
32 C -3.04 3.69 -2.71  -2.2335
33 C 2.24 0.33 -1.79  0.4424
34 O 2.02 -0.96 -1.72  0.6707
35 C 2.76 4.65 -1.97  2.3802
36 C 3.65 5.20 -0.86  -2.1230
37 C 3.38 5.05 -3.32  -1.8764
38 C 1.38 5.29 -1.84  -1.6325
39 C 2.25 -1.23 1.68  -0.4362
40 O 2.58 -2.34 0.92  0.5814
41 C 3.52 -3.23 1.54  -1.1107
42 C 1.36 2.11 4.25  2.3096
43 C 2.19 3.36 3.95  -2.2675
44 C 1.62 1.70 5.70  -1.8677
45 C -0.12 2.47 4.09  -1.6001
46 C -1.01 -2.30 0.75  0.6393
47 O 0.01 -2.27 -0.07  0.1679
48 C -4.44 -1.77 3.44  2.3547
49 C -5.76 -1.58 2.70  -2.1204
50 C -4.16 -0.49 4.25  -1.6111
51 C -4.59 -2.95 4.41  -1.8440
52 H -0.95 -2.38 -4.87  0.2389
53 H -0.23 -3.83 -4.10  -0.1894
54 H -1.88 -3.29 -3.63  0.3407
55 H -3.57 -2.73 -1.42  0.5373
56 H -1.88 -3.24 -1.57  0.1146
57 H -4.40 -2.07 0.65  0.4248
58 H -1.82 -2.22 4.04  0.3100
59 H 0.33 -2.92 3.81  0.6143
60 H 0.94 -3.43 2.22  -0.0626
61 H 0.29 -0.39 4.28  0.4040
62 H 3.07 1.99 2.05  0.4395
63 H 4.67 0.72 0.52  0.9044
64 H 4.07 -0.80 -0.16  0.0602
65 H 3.88 2.81 -0.19  0.4364
66 H 1.35 3.02 -3.64  0.3718
67 H 0.64 1.02 -4.69  0.7893
68 H 1.17 -0.56 -4.08  0.0305
69 H -1.10 2.25 -3.34  0.4020
70 H -3.90 -0.14 -1.18  0.3850
71 H -4.06 1.79 -0.02  0.2449
72 H -2.70 2.89 -0.11  0.3779
73 H -4.34 3.51 -0.34  0.4715
74 H -5.42 1.27 -2.11  0.3125
75 H -5.61 2.98 -2.49  0.4799
76 H -4.90 1.88 -3.68  0.3706
77 H -2.07 3.98 -2.30  0.3569
78 H -2.94 3.57 -3.78  0.4084
79 H -3.74 4.51 -2.52  0.4597
80 H 4.66 4.79 -0.91  0.4244
81 H 3.73 6.28 -0.95  0.4365
82 H 3.24 4.97 0.13  0.2600
83 H 4.37 4.62 -3.43  0.3907
84 H 2.77 4.70 -4.15  0.3169
85 H 3.46 6.14 -3.39  0.4790
86 H 0.91 4.99 -0.90  0.3121
87 H 1.45 6.38 -1.86  0.4902
88 H 0.72 4.97 -2.65  0.3327
89 H 4.26 -2.64 2.07  0.3563
90 H 3.00 -3.91 2.22  0.2596
91 H 3.98 -3.80 0.74  0.0821
92 H 3.26 3.16 4.04  0.4063
93 H 2.00 3.73 2.94  0.3800
94 H 1.93 4.15 4.65  0.4515
95 H 2.66 1.40 5.83  0.3713
96 H 1.42 2.54 6.37  0.4876
97 H 0.99 0.87 6.01  0.3181
98 H -0.33 2.78 3.06  0.3565
99 H -0.76 1.62 4.31  0.2803
100 H -0.40 3.29 4.75  0.4569
101 H -5.71 -0.74 2.01  0.3116
102 H -6.04 -2.47 2.14  0.3971
103 H -6.56 -1.38 3.42  0.4392
104 H -4.06 0.36 3.58  0.3066
105 H -4.98 -0.29 4.95  0.4760
106 H -3.24 -0.58 4.82  0.3082
107 H -4.80 -3.87 3.85  0.3683
108 H -3.69 -3.11 4.98  0.3114
109 H -5.41 -2.77 5.11  0.4751
110 O 1.81 -8.92 -4.86  -0.6494
111 C 2.23 -7.86 -4.45  0.6028
112 S 1.41 -6.32 -4.60  -0.1486
113 C 2.65 -5.29 -3.89  0.0065
114 C 3.74 -5.94 -3.44  0.3566
115 S 5.15 -5.23 -2.67  -0.4140
116 S 3.78 -7.68 -3.62  -0.2298
117 S 2.30 -3.59 -3.90  -0.4381
118 O 3.77 -2.94 -1.31  -0.8438
119 H 4.46 -4.27 -1.94  0.1665
120 H 3.96 -2.31 -2.02  0.2568
121 Se 1.24 -5.23 -0.56  -0.8808

Computed properties:
Frontier orbital gap (Ha): 0.1797
HOMO (eV): -1.32
DFT total energy (Eh): -6397.1597
Total charge: -2
Relative energy (zero: lowest compared OMol25 entry of this formula, charge and spin) (kJ/mol): 0.0
LUMO (Eh): 0.131

***

[3]
# C4H11N3O2

A molecular structure, C4H11N3O2 (ωB97M-V/def2-TZVPD, the Open Molecules 2025 dataset).

Last column: Mulliken charge in e.
Atoms and positions in Å:
1 C 1.31 0.01 -0.32  0.2249
2 C -1.80 -1.07 -0.95  -0.9667
3 C 2.39 0.58 0.57  -1.2652
4 N -0.94 -0.87 0.22  0.1643
5 N 0.98 -1.29 -0.14  -0.5423
6 C -0.35 0.67 0.53  0.6105
7 N -0.95 1.65 -0.27  -0.4982
8 O -1.65 -1.33 1.32  -0.5110
9 O -0.23 0.84 1.74  -0.7489
10 H -1.15 -0.91 2.05  0.3662
11 H 0.72 -1.76 -1.00  0.2828
12 H 1.29 0.41 -1.34  0.3988
13 H -0.66 1.69 -1.24  0.2353
14 H -0.98 2.55 0.18  0.2546
15 H -2.74 -0.53 -0.83  0.3026
16 H -1.99 -2.14 -1.06  0.3275
17 H -1.27 -0.70 -1.83  0.3839
18 H 2.36 1.68 0.55  0.2957
19 H 2.24 0.26 1.59  0.3314
20 H 3.39 0.26 0.24  0.3539

Computed properties:
Frontier orbital gap (alpha / beta) (Ha): 0.2920 / 0.2919
HOMO (alpha / beta) (eV): -8.05 / -8.05
DFT total energy (Eh): -473.5842
Relative energy (zero: lowest compared OMol25 entry of this formula, charge and spin) (kJ/mol): 573.9
LUMO (alpha / beta) (Eh): -0.004 / -0.004

***

[4]
# C2H5N5O

A single C2H5N5O molecule (ωB97M-V/def2-TZVPD, the Open Molecules 2025 dataset).

Last column: Mulliken charge in e.
Atoms and positions in Å:
1 O -0.87 2.49 -0.28  -0.4211
2 N -1.37 1.20 -0.31  -0.1408
3 C -0.47 0.29 0.02  0.4328
4 N -0.90 -0.88 0.49  -0.3952
5 N -0.11 -1.93 0.60  -0.4052
6 C 1.13 -1.81 0.19  0.0407
7 N 1.75 -0.59 -0.08  -0.5299
8 N 0.79 0.41 -0.36  -0.0258
9 H -0.81 2.64 -1.21  0.3458
10 H -2.24 1.16 0.22  0.3157
11 H 1.88 -2.68 0.05  0.2997
12 H 2.17 -0.26 0.80  0.2599
13 H 0.95 0.85 -1.24  0.2235

Computed properties:
Frontier orbital gap (Ha): 0.3104
HOMO (eV): -7.97
DFT total energy (Eh): -428.0664
Relative energy (zero: lowest compared OMol25 entry of this formula, charge and spin) (kJ/mol): 411.6
SMILES: ONC1=NN=CNN1
LUMO (Eh): 0.017

***

[5]
# C4H6N4

A single C4H6N4 molecule (ωB97M-V/def2-TZVPD, the Open Molecules 2025 dataset).

Last column: Mulliken charge in e.
Atoms and positions in Å:
1 C 2.17 -0.02 1.52  -0.5764
2 C 0.82 -0.03 1.41  0.0711
3 N -0.12 -0.11 0.29  0.0621
4 C -1.38 0.35 0.39  0.1819
5 N -2.18 0.07 -0.59  -0.5203
6 N -1.51 -0.75 -1.60  -0.2006
7 C -0.30 -0.10 -1.95  0.0034
8 N 0.54 0.34 -1.01  -0.5589
9 H 2.87 -0.34 0.65  0.2575
10 H 2.54 0.29 2.56  0.2122
11 H 0.16 0.14 2.37  0.0973
12 H -1.63 1.00 1.29  0.3229
13 H -2.10 -1.21 -2.47  0.3100
14 H 0.12 0.36 -2.87  0.3376

Computed properties:
Frontier orbital gap (Ha): 0.3394
HOMO (eV): -8.33
DFT total energy (Eh): -374.8816
Relative energy (zero: lowest compared OMol25 entry of this formula, charge and spin) (kJ/mol): 472.1
SMILES: C=CN1C=NNC=N1
LUMO (Eh): 0.033

***

[6]
# C5H9N3

A single C5H9N3 molecule (ωB97M-V/def2-TZVPD, the Open Molecules 2025 dataset).

Last column: Mulliken charge in e.
Atoms and positions in Å:
1 C -2.09 -1.06 0.21  -0.6487
2 N -1.23 -0.03 -0.39  0.5042
3 N -1.38 1.24 0.00  -0.7330
4 C -0.38 1.91 -0.06  -0.2905
5 C 0.77 0.94 -0.45  -0.2110
6 C 1.08 -0.16 0.37  -0.0817
7 N 2.39 -0.43 0.00  -0.6280
8 C 0.07 -0.41 -0.81  -0.5958
9 H -1.96 -0.80 1.50  0.2519
10 H -1.78 -1.96 -0.46  0.2519
11 H -3.34 -0.88 0.00  0.2181
12 H -0.32 2.88 0.48  0.3647
13 H 1.76 1.22 -0.91  0.4176
14 H 0.70 -0.02 1.35  0.3084
15 H 2.57 -1.40 0.32  0.2612
16 H 3.11 0.18 0.54  0.2508
17 H 0.03 -1.21 -1.68  0.3599

Computed properties:
Frontier orbital gap (Ha): 0.3220
HOMO (eV): -7.79
DFT total energy (Eh): -359.9760
Relative energy (zero: lowest compared OMol25 entry of this formula, charge and spin) (kJ/mol): 580.9
SMILES: CN1N=C[C@H]2[C@H](N)[C@H]21
LUMO (Eh): 0.036